This record from OMol25 describes an isolated molecule of C3H8N4 at a distorted geometry. The level of theory is wB97M-V/def2-TZVPD.

Positions of all 15 atoms, in Å:
C1 -0.12 -1.49 0.91
C2 0.53 -0.29 0.20
N1 1.01 0.67 1.21
N2 0.42 1.82 1.17
N3 -0.33 1.95 0.25
N4 -0.41 0.65 -0.47
C3 -0.74 0.57 -1.83
H1 -0.78 -1.17 1.80
H2 0.57 -1.92 1.52
H3 -0.60 -2.33 0.38
H4 1.16 -0.66 -0.59
H5 1.50 0.35 2.05
H6 0.15 0.81 -2.47
H7 -0.99 -0.38 -1.95
H8 -1.37 1.40 -2.19

Results
Largest force on an atom   5.84 eV/A
Net charge   0
Gap between HOMO and LUMO   0.3255 Ha
Energy relative to the best compared isomer or geometry (same formula, charge and spin)   93.5 kcal/mol
2S+1   1
Total energy   -338.00473 Ha
Structure (SMILES)   C[C@@H]1NN=NN1C